Below is 2 unconnected molecules or ions with the total composition C4H10O2, with properties calculated with wB97M-V/def2-TZVPD.

Calculated values
SMILES: CC(=O)CCO.[H][H]
HOMO in eV: -9.9144
Frontier orbital gap in eV: 10.832
Spin multiplicity: 1
LUMO in eV: 0.92
Energy above the lowest of the compared OMol25 structures with the same formula, charge and spin in kcal/mol: 53.2

Atoms and positions in Å:
C: -2.01546 0.20826 0.54657
C: -0.71699 -0.38432 0.07263
O: -0.46887 -1.56296 0.29356
C: 0.16601 0.41142 -0.87269
C: 1.66641 -0.01533 -0.76567
O: 1.95212 -0.76812 0.39555
H: -2.34908 -0.30554 1.45086
H: -1.99452 1.29011 0.70755
H: -2.72197 -0.01224 -0.26079
H: 0.27276 0.50098 1.58235
H: 1.21223 -1.42035 0.42818
H: 0.02613 1.49487 -0.75701
H: -0.22408 0.13564 -1.86107
H: 2.30548 0.87542 -0.74287
H: 1.94718 -0.62074 -1.63235
H: 0.94265 0.17290 1.41518

Cartesian forces (eV/Å) of the 6 atoms listed first:
C -0.0757 0.0207 0.0121
C -0.2511 -0.4615 -0.4855
O -0.3891 0.3077 -0.1741
C -0.0124 -0.1534 0.0048
C 0.0349 -0.0067 -0.2438
O 0.3142 -0.4947 -0.3735

Löwdin atomic charge list, values in e, 2 entries: -0.03 -0.53